Formula: C11H11F4FeN2O
Source: OMol25
Level of theory: the ωB97M-V functional and the def2-TZVPD basis

Computed properties:
HOMO (spin up / spin down)   -0.4270 / -0.4301 Ha
Kohn-Sham gap (spin up / spin down)   7.262 / 6.704 eV
⟨S²⟩   6.0340
2S+1   5
Charge   +1
E_LUMO (spin up / spin down)   -4.36 / -5.00 eV

```
30
Properties=species:S:1:pos:R:3:forces:R:3:mulliken_spin:R:1
C -0.084 1.016 -1.964 0.0 0.1 -0.2 -0.0292
O -3.223 -2.389 -1.656 0.1 -0.2 -0.4 -0.0112
F -1.155 -1.397 1.854 -0.5 -0.1 0.2 0.0040
C 0.947 0.361 -1.078 0.1 -0.2 0.2 0.0152
H -2.020 2.812 -2.654 0.0 0.0 0.0 0.0073
Fe -1.656 -0.210 -0.017 0.7 0.1 -0.1 3.5887
H 0.360 1.835 -2.540 0.0 0.0 0.0 0.0038
C 2.077 -2.452 3.126 0.1 -0.1 0.1 0.0500
N -1.228 1.501 -1.173 -0.8 0.4 0.0 -0.0397
H -1.697 2.933 0.312 0.0 0.0 0.0 0.0062
C 2.856 -1.944 2.108 0.1 0.0 0.0 -0.0212
H -0.036 2.319 0.375 0.0 0.0 0.0 0.0153
H -2.573 1.132 -2.761 0.0 0.0 0.0 0.0024
H -0.511 3.482 -0.881 0.0 0.0 0.0 0.0044
F 4.176 -2.101 2.144 0.0 0.0 0.0 -0.0018
C 0.946 -1.080 0.918 -0.1 0.3 -0.6 0.0209
C -2.550 -1.608 -1.229 -0.4 0.0 0.5 0.0184
C -0.842 2.625 -0.289 0.1 0.0 -0.1 0.0034
F -0.113 -2.721 3.977 0.0 0.0 0.0 -0.0012
C 0.714 -2.271 3.035 -0.2 0.0 0.1 -0.0198
H 2.520 -2.966 3.968 0.0 0.0 0.0 0.0031
H 1.597 1.096 -0.595 -0.1 0.0 0.0 0.0040
H -3.202 2.203 -1.488 0.0 0.0 0.0 0.0086
C 0.198 -1.609 1.951 -0.3 -0.1 0.3 -0.0034
C -2.321 1.937 -2.071 0.1 0.0 0.0 0.0070
C 2.319 -1.270 1.024 0.2 0.0 -0.1 0.0535
N 0.228 -0.439 -0.089 0.7 -0.2 0.2 0.2866
H 1.595 -0.252 -1.706 0.0 0.0 0.0 0.0194
H -0.474 0.284 -2.674 0.0 0.0 0.0 0.0025
F 3.152 -0.827 0.073 0.0 0.0 0.0 0.0028
```
Positions in Å, forces in eV/Å.



Formula: C11H11FN2
Source: OMol25
Level of theory: the ωB97M-V functional and the def2-TZVPD basis

Computed properties:
HOMO   -0.3174 Ha
Kohn-Sham gap   9.437 eV
2S+1   1
Energy above the lowest of the compared OMol25 structures with the same formula, charge and spin   4.574 eV
Charge   0
E_LUMO   0.80 eV

```
25
Properties=species:S:1:pos:R:3:forces:R:3:nbo_charge:R:1
C 1.409 1.211 3.033 -0.3 -0.4 -0.2 -0.0379
H 0.287 -0.955 4.878 0.0 0.1 -0.1 0.4096
H -2.118 -1.258 -1.685 -0.1 0.0 -0.2 0.2240
C 0.107 -0.551 2.807 0.2 0.2 -0.2 -0.0352
C -1.937 -0.197 -1.897 0.2 0.0 0.0 -0.4508
F -1.978 1.601 1.422 -0.2 0.0 -0.1 -0.3513
C -0.540 -0.049 -2.437 -0.3 -0.1 -0.1 -0.1654
H 0.875 -1.373 0.169 0.0 -0.1 0.0 0.2272
C 0.671 0.479 2.075 0.1 -0.2 0.5 -0.2007
H -0.551 -1.342 2.511 -0.2 -0.2 0.0 0.2207
H -2.647 0.097 -2.668 -0.1 0.0 0.0 0.2172
C -2.268 0.569 -0.647 -0.5 0.0 0.0 -0.3664
C 0.511 -0.228 -1.678 0.4 -0.1 0.3 0.0110
C -1.500 0.959 0.345 4.0 -0.2 0.8 0.4168
H 0.903 1.701 0.322 0.1 0.0 0.0 0.2269
N 1.316 0.663 4.225 0.4 0.4 0.8 -0.2593
H 2.004 2.088 2.879 0.1 0.2 0.0 0.2091
N 0.522 -0.392 4.078 -0.1 -0.1 -0.3 -0.3163
C 0.564 0.724 0.644 -4.1 0.4 -0.8 -0.1299
C 1.938 -0.164 -1.385 0.2 0.0 -0.3 -0.4222
H 2.568 -1.004 -1.648 0.0 -0.1 0.0 0.2272
H 2.437 0.794 -1.454 0.0 0.1 0.1 0.2204
H -0.443 0.170 -3.491 0.1 0.0 -0.1 0.2070
C 0.912 -0.387 -0.275 -0.2 0.0 -0.2 -0.2999
H -3.330 0.777 -0.535 0.0 0.1 0.2 0.2184
```
Positions in Å, forces in eV/Å.



Formula: C11H11NO
Source: OMol25
Level of theory: the ωB97M-V functional and the def2-TZVPD basis

Computed properties:
HOMO   -0.3182 Ha
SMILES string   CC(=O)[C@@]1(c2ccccc2)N=C1C
Kohn-Sham gap   9.503 eV
2S+1   1
Energy above the lowest of the compared OMol25 structures with the same formula, charge and spin   2.968 eV
Charge   0
E_LUMO   0.84 eV

```
24
Properties=species:S:1:pos:R:3:forces:R:3:nbo_charge:R:1
H -1.602 -4.086 -0.065 -0.2 1.2 0.3 0.2225
O -0.244 3.137 -0.337 0.7 2.5 1.9 -0.5314
C -1.226 -3.037 0.010 -0.8 -0.1 0.0 -0.2357
C -0.828 1.639 -2.000 -1.1 0.8 -1.8 -0.7541
H -1.394 0.668 -2.113 0.5 1.2 0.5 0.2464
C 0.012 -0.606 -0.052 -1.6 1.5 0.9 -0.0547
H 0.080 1.504 -2.615 -0.3 0.1 -0.2 0.2477
C 0.752 -1.708 -0.470 -0.4 1.3 1.1 -0.2124
N 2.075 0.940 -0.212 0.4 0.3 0.1 -0.3290
H -1.407 2.570 -2.386 0.8 -1.8 0.4 0.2333
H 1.821 -1.612 -0.714 -0.7 0.0 -0.1 0.2396
C -1.996 -1.908 0.358 0.7 1.5 -0.1 -0.1872
H 0.602 -3.698 -0.784 0.7 -1.9 -0.3 0.2044
H -1.884 0.389 0.436 0.3 -1.0 0.4 0.2283
C 0.574 0.730 -0.009 0.6 4.3 -0.6 -0.1023
H 0.941 1.695 2.899 -0.4 -0.2 0.1 0.2427
C 1.837 1.677 2.307 1.1 1.1 -0.7 -0.6859
C 0.084 -2.891 -0.389 0.0 0.0 -0.4 -0.1916
H -3.069 -2.028 0.527 0.4 0.1 0.2 0.2164
C 1.605 1.249 0.901 -0.7 -1.6 0.9 0.3091
C -1.359 -0.587 0.376 0.4 -3.6 -1.6 -0.2222
C -0.226 2.026 -0.695 -0.1 -5.5 -0.9 0.6120
H 2.180 2.710 2.177 -0.2 0.2 0.3 0.2569
H 2.672 1.225 2.851 -0.3 -0.5 -0.4 0.2474
```
Positions in Å, forces in eV/Å.



Formula: C11H12Br3FO3
Source: OMol25
Level of theory: the ωB97M-V functional and the def2-TZVPD basis

Computed properties:
HOMO   -0.3461 Ha
Kohn-Sham gap   8.911 eV
2S+1   1
Energy above the lowest of the compared OMol25 structures with the same formula, charge and spin   1.828 eV
Charge   0
E_LUMO   -0.51 eV

```
30
Properties=species:S:1:pos:R:3:forces:R:3:nbo_charge:R:1
Br 27.770 -1.299 -33.585 -0.6 0.9 0.0 0.0672
C 28.665 5.698 -25.912 -0.4 0.5 1.1 -0.1701
C 20.001 10.547 -25.320 2.2 1.9 -0.5 -0.0995
C 26.205 -0.085 -33.430 0.1 -0.6 -1.1 -0.4497
H 19.900 10.540 -26.406 -1.5 -0.5 -0.1 0.1855
Br 24.972 -0.454 -34.967 0.7 0.3 1.0 0.0558
H 22.055 12.859 -24.262 0.1 -0.3 -0.6 0.2141
O 17.031 11.081 -23.620 5.1 -0.1 -1.2 -0.5746
H 21.062 11.996 -23.161 0.0 0.2 0.4 0.2107
O 18.996 10.071 -24.479 -1.4 0.2 0.4 -0.4919
F 26.146 8.027 -24.872 -0.5 0.7 0.7 -0.3263
H 26.441 5.205 -28.368 -0.2 0.6 -0.4 0.2163
H 20.128 12.746 -25.878 -0.5 -0.4 -0.4 0.1893
H 29.640 5.374 -25.580 0.1 -0.2 -0.2 0.2107
C 18.208 11.138 -24.044 -3.5 -0.6 -0.5 0.9758
C 21.012 12.715 -23.979 2.0 -1.0 0.8 -0.6366
H 28.417 6.914 -24.063 -0.1 0.0 -0.1 0.2384
H 25.709 -0.475 -32.541 0.0 0.7 -0.1 0.2239
Br 26.635 1.833 -33.394 -0.2 -1.3 0.2 0.1029
C 26.905 5.728 -27.545 -0.8 0.3 1.3 -0.1752
H 25.264 7.076 -27.059 0.0 0.2 0.1 0.2307
H 28.741 4.718 -27.856 0.0 -0.6 0.4 0.2215
H 20.916 9.960 -25.237 0.1 0.2 0.9 0.2020
H 20.773 13.691 -23.558 -0.9 -0.1 -0.4 0.2364
C 27.995 6.599 -25.005 -0.1 -1.3 -3.1 -0.2910
C 28.127 5.229 -27.129 0.6 1.7 0.9 -0.2564
C 26.239 6.714 -26.765 1.0 -1.6 -0.4 -0.2963
O 18.857 12.265 -24.347 -2.7 0.6 0.5 -0.4849
C 20.077 12.105 -24.998 1.0 0.1 0.5 0.0738
C 26.811 7.096 -25.550 0.2 -0.2 -0.3 0.3976
```
Positions in Å, forces in eV/Å.



Formula: C11H12BrO3
Source: OMol25
Level of theory: the ωB97M-V functional and the def2-TZVPD basis

Computed properties:
HOMO   -0.1822 Ha
SMILES string   CC[C@@](Br)(C(=O)[O-])[C@@H](O)c1ccccc1
Kohn-Sham gap   8.195 eV
2S+1   1
Energy above the lowest of the compared OMol25 structures with the same formula, charge and spin   0.236 eV
Charge   -1
E_LUMO   3.24 eV

```
27
Properties=species:S:1:pos:R:3:forces:R:3:nbo_charge:R:1
C -2.214 2.118 0.045 -0.9 -2.1 -1.1 -0.2213
C -0.605 0.426 0.792 -1.1 2.6 -2.0 -0.0557
C -2.937 -0.174 0.434 1.7 2.6 -1.4 -0.2284
H -3.630 -0.925 0.343 -1.8 -1.6 0.1 0.1933
H 0.116 -2.789 0.206 0.5 0.0 -0.6 0.1866
H 0.249 -1.081 -1.537 0.1 -0.2 0.1 0.2438
C 1.743 1.206 -1.106 1.1 -0.1 -0.6 0.7079
C 1.212 -1.331 -1.078 0.0 -1.6 -0.3 -0.4898
H 1.709 -2.688 0.674 1.7 0.1 0.9 0.2185
H -0.192 2.446 0.292 1.8 1.5 -0.1 0.2286
H 2.008 1.701 0.950 -0.7 0.3 1.0 0.5115
H 1.900 -1.585 -1.906 -0.4 0.5 0.2 0.2218
O 2.192 2.231 -0.488 -0.5 -1.0 0.4 -0.7668
C 1.702 -0.154 -0.379 0.0 2.2 3.8 -0.0493
C 1.146 -2.642 -0.203 -2.9 1.1 -1.4 -0.6125
O 1.489 1.235 1.758 1.2 1.8 -0.4 -0.7644
H -2.395 3.061 -0.386 -0.4 1.2 -0.1 0.2002
O 1.384 1.133 -2.273 -0.6 0.4 -0.9 -0.6972
C -0.938 1.740 0.310 -0.6 -2.3 1.7 -0.1682
C -1.618 -0.529 0.701 0.2 0.8 0.8 -0.2076
Br 3.622 -0.570 0.160 -0.5 0.2 0.0 -0.0937
C -3.223 1.129 0.001 1.3 0.0 1.7 -0.2153
H -4.202 1.466 -0.169 -1.3 0.0 -0.5 0.1908
H 1.338 -3.397 -0.938 0.2 -1.0 0.2 0.2019
H 0.796 -0.742 1.733 0.8 1.5 -0.6 0.1394
H -1.488 -1.553 0.926 0.6 -0.9 0.4 0.1972
C 0.833 0.269 1.137 0.5 -5.9 -1.4 0.1288
```
Positions in Å, forces in eV/Å.



Formula: C11H12F6MnNO4S2
Source: OMol25
Level of theory: the ωB97M-V functional and the def2-TZVPD basis

Computed properties:
HOMO (spin up / spin down)   -0.6522 / -0.6675 Ha
Kohn-Sham gap (spin up / spin down)   6.190 / 9.321 eV
⟨S²⟩   6.3707
2S+1   5
Energy above the lowest of the compared OMol25 structures with the same formula, charge and spin   0.861 eV
Charge   +2
E_LUMO (spin up / spin down)   -11.56 / -8.84 eV

```
37
Properties=species:S:1:pos:R:3:forces:R:3:mulliken_spin:R:1
C -0.531 1.663 3.016 -0.6 -0.1 0.2 0.0115
O -0.210 -2.188 0.089 1.0 -1.0 1.2 0.0362
H 2.441 3.147 -1.653 0.0 0.0 0.0 -0.0012
H 3.693 -0.920 2.147 0.0 0.0 0.0 -0.0046
H 4.275 -0.537 0.506 0.0 0.0 0.0 -0.0025
C 1.265 1.945 -0.360 0.8 -0.9 0.4 -0.0744
H 3.169 -1.862 0.777 -0.1 -0.2 0.0 -0.0176
H 3.104 0.950 -0.887 -0.1 -0.1 -0.1 -0.0007
C 2.272 0.071 0.901 0.0 0.8 -0.5 -0.1165
H -0.488 2.818 0.565 -0.2 -0.3 -0.2 0.0005
O -0.828 -4.453 -0.659 -0.1 -0.6 0.1 -0.0022
O -2.337 -0.726 0.864 -0.3 0.3 0.8 0.0460
C -4.347 -0.479 -1.016 -0.7 0.2 -0.2 0.0034
C 2.257 0.953 -0.209 -0.6 0.1 0.2 0.0386
C 1.277 0.244 1.928 -0.6 0.6 0.0 -0.1570
C 1.396 2.998 -1.384 -0.1 0.2 -0.3 -0.0091
F -0.841 -2.234 -3.417 0.0 -0.3 0.3 0.0012
F -4.416 -0.391 -2.320 0.3 -0.2 0.0 -0.0002
H -0.633 2.748 3.074 0.1 0.0 0.0 0.0011
F 0.647 -1.391 -2.084 0.1 -0.2 -0.2 0.0149
H -1.544 1.267 2.914 0.0 -0.1 0.0 0.0025
F 0.864 -3.425 -2.805 -0.3 0.0 0.3 0.0008
Mn -0.192 -0.344 0.053 1.2 2.1 0.7 4.3005
C -0.027 -2.546 -2.439 0.0 0.3 -0.2 0.0090
C 0.215 1.989 0.619 0.2 -0.1 0.8 -0.1626
S -2.599 -1.010 -0.528 -0.9 -1.4 -0.1 -0.0070
H 0.967 3.940 -1.048 0.0 0.0 0.1 -0.0029
F -4.513 0.709 -0.467 0.3 -0.2 0.1 -0.0003
H 0.875 2.731 -2.306 -0.1 -0.1 -0.1 -0.0129
C 0.313 1.284 1.859 0.8 -0.5 -0.8 0.0715
N -2.418 -2.506 -0.957 -0.6 0.0 0.0 0.0062
O -1.638 -0.191 -1.295 0.7 1.3 -0.9 0.0317
S -0.959 -3.078 -0.849 -0.1 0.6 -1.4 0.0029
H 1.416 -0.281 2.872 -0.2 -0.2 -0.2 -0.0015
F -5.213 -1.334 -0.548 0.3 -0.1 0.1 -0.0005
C 3.415 -0.848 1.096 0.1 -0.2 0.0 -0.0061
H -0.124 1.285 3.950 0.0 0.0 0.0 0.0010
```
Positions in Å, forces in eV/Å.



Formula: C11H12IrNO6
Source: OMol25
Level of theory: the ωB97M-V functional and the def2-TZVPD basis

Computed properties:
HOMO (spin up / spin down)   -0.6965 / -0.7446 Ha
Kohn-Sham gap (spin up / spin down)   7.080 / 3.040 eV
⟨S²⟩   8.7781
2S+1   6
Energy above the lowest of the compared OMol25 structures with the same formula, charge and spin   3.368 eV
Charge   +3
E_LUMO (spin up / spin down)   -11.87 / -17.22 eV

```
31
Properties=species:S:1:pos:R:3:forces:R:3:mulliken_spin:R:1
C 1.278 -2.706 0.534 -1.2 0.1 0.6 -0.0086
H 3.591 -3.848 1.708 -0.5 -0.3 0.1 0.0578
O 1.623 0.686 2.141 -1.5 -0.2 -3.1 0.2402
H 3.110 -6.373 1.698 0.5 0.2 0.0 0.0206
H 1.183 0.797 -0.004 3.8 1.6 0.2 0.2082
C 3.131 -4.421 0.870 0.5 2.0 -2.2 0.1418
O 0.786 -1.899 -0.311 0.5 -0.3 1.4 0.2260
O -2.726 -2.718 -2.243 0.6 2.7 6.9 0.0039
H 1.664 -2.563 2.603 -0.2 -0.2 0.0 -0.0026
C 2.343 -5.638 1.454 -0.7 -1.4 0.3 0.1696
H -0.244 -4.210 3.215 0.0 -0.1 0.1 0.0095
C 0.905 0.600 1.200 3.4 1.6 6.7 0.4417
Ir -0.179 0.052 -0.287 -1.5 -4.8 -4.6 2.2603
H 2.656 -3.182 -0.837 -0.3 -0.7 -0.1 -0.0188
C 1.531 -5.293 2.637 0.0 1.4 -0.3 0.0052
N 2.278 -3.488 0.072 2.7 -1.2 0.6 0.4367
C 0.392 -4.333 2.338 -0.7 -0.7 0.0 0.0321
C 0.823 -2.918 1.983 0.6 1.8 -1.2 0.0196
O -1.935 2.310 -1.249 2.6 -3.7 2.3 0.1864
O 4.791 3.194 -0.782 -5.6 0.4 -1.1 0.0007
C -1.303 1.448 -0.792 -4.8 7.2 -4.1 0.0792
H 0.007 -2.202 2.130 0.0 -0.3 0.1 -0.0033
H 1.103 -6.200 3.024 -0.5 -0.9 0.3 0.0745
H 2.149 -4.892 3.432 0.2 0.0 0.3 -0.0039
H 1.754 -6.070 0.640 0.0 0.2 -0.2 -0.0025
C -1.525 -0.418 1.094 -7.2 -1.6 6.1 0.2748
O -2.458 -0.348 1.806 4.9 0.1 -3.7 0.1111
C 3.640 3.258 -1.003 5.5 -0.4 1.1 0.0114
H -0.255 -4.723 1.546 0.0 -0.1 0.1 -0.0029
H 3.956 -4.761 0.206 -0.7 0.2 0.3 -0.0086
C -2.610 -2.270 -1.147 -0.5 -2.6 -7.0 0.0399
```
Positions in Å, forces in eV/Å.



Formula: C11H12MgN4O5
Source: OMol25
Level of theory: the ωB97M-V functional and the def2-TZVPD basis

Computed properties:
HOMO   -0.5710 Ha
Kohn-Sham gap   6.764 eV
2S+1   1
Charge   +2
E_LUMO   -8.77 eV

```
33
Properties=species:S:1:pos:R:3:forces:R:3:nbo_charge:R:1
C 0.318 1.443 -0.791 0.7 0.4 0.3 -0.0898
C -3.417 -0.578 0.762 -4.2 2.4 3.7 0.3947
C 1.490 2.580 1.009 -0.9 -0.2 -0.1 -0.0842
O -3.477 0.425 -2.933 2.2 -1.8 2.9 -0.3031
N 1.375 1.390 1.885 -0.4 -0.7 -1.3 -0.4256
H 1.447 -1.543 0.451 0.1 0.4 0.1 0.2106
H -0.765 1.127 1.706 0.5 0.2 -0.1 0.2091
H 1.509 -0.986 -1.216 0.3 0.5 0.2 0.2088
H 0.307 1.131 -1.850 0.5 0.1 0.3 0.2081
O -0.880 -3.216 -2.998 -1.4 2.3 3.0 -0.3120
H -0.626 2.001 -0.656 0.5 0.1 0.3 0.2086
O -6.301 -4.370 -1.769 3.2 1.9 1.1 -0.4341
C -1.226 -2.529 -2.149 1.7 -2.4 -3.3 0.3939
C -2.827 -0.046 -2.116 -2.3 2.2 -3.2 0.3881
N 1.513 2.247 -0.442 -0.5 -1.3 0.5 -0.4255
H 3.558 1.998 -0.136 -0.1 -0.2 -1.1 0.2291
Mg -1.423 -0.870 -0.470 -0.6 -0.5 -0.1 1.5937
N 0.235 0.180 0.059 -0.3 -0.2 -0.1 -0.7151
N 2.701 0.159 0.177 -1.5 0.3 0.1 -0.4256
H 0.125 -0.325 2.136 0.4 0.2 -0.1 0.2102
C -5.347 -3.811 -1.446 -3.1 -1.8 -1.1 0.4408
O -1.353 -3.692 1.521 -1.0 2.6 -2.6 -0.3166
H 0.606 3.199 1.189 0.5 0.4 0.2 0.2147
H 2.816 1.145 -1.656 0.6 0.4 0.1 0.2146
C 2.600 0.607 1.588 -0.6 -0.7 0.0 -0.0841
C -1.603 -2.869 0.767 1.4 -2.9 3.0 0.3935
H 2.488 2.992 1.240 -1.0 0.6 0.0 0.2293
C 0.186 0.593 1.528 0.7 0.4 0.1 -0.0872
H 2.559 -0.295 2.204 0.6 0.3 0.3 0.2122
C 1.508 -0.633 -0.169 0.6 0.5 0.3 -0.0870
H 3.431 1.318 1.718 0.0 -0.9 0.6 0.2284
O -4.261 -0.188 1.458 4.0 -2.1 -3.4 -0.3144
C 2.739 1.419 -0.600 -0.6 -0.5 -0.5 -0.0841
```
Positions in Å, forces in eV/Å.



Formula: C11H12N3
Source: OMol25
Level of theory: the ωB97M-V functional and the def2-TZVPD basis

Computed properties:
HOMO   -0.4415 Ha
SMILES string   [NH2+]=c1cccc([C@]23C=CC=CN2C3)[nH]1
Kohn-Sham gap   8.306 eV
2S+1   1
Energy above the lowest of the compared OMol25 structures with the same formula, charge and spin   1.644 eV
Charge   +1
E_LUMO   -3.71 eV

```
26
Properties=species:S:1:pos:R:3:forces:R:3:nbo_charge:R:1
H -1.137 1.598 -1.257 0.0 0.0 0.0 0.2106
H -1.356 -0.394 2.462 0.0 0.0 0.2 0.2386
C -2.287 -1.458 -1.122 -0.5 -0.3 0.1 0.0164
H -2.228 -2.192 -1.913 0.0 -0.2 0.0 0.2244
C -3.187 -1.593 -0.101 0.0 0.1 -0.3 -0.2616
H 4.083 0.231 -1.949 -0.1 0.0 0.0 0.4270
C 3.160 0.953 0.403 -0.1 0.0 0.1 -0.2969
H -3.520 -1.431 2.003 0.0 0.0 0.1 0.2382
N 3.096 0.076 -1.841 0.0 -0.1 -0.3 -0.7472
C -2.911 -1.078 1.185 0.1 0.2 0.1 -0.1795
N -1.337 -0.503 -1.189 0.4 0.3 -0.5 -0.4295
C -1.755 -0.403 1.461 0.0 0.1 -0.2 -0.2325
H 0.594 -0.249 -1.325 0.0 -0.1 0.0 0.4660
H -2.730 1.034 -0.595 0.0 -0.1 0.0 0.2312
C 1.092 0.969 1.644 -0.3 -0.2 -0.3 -0.2684
C 0.450 0.444 0.547 0.6 0.3 0.6 0.2646
N 1.165 0.165 -0.573 0.2 0.0 -0.1 -0.4971
C -0.988 0.191 0.430 -0.7 0.2 -0.2 0.0396
H 2.978 1.662 2.400 0.1 0.0 0.1 0.2482
C 2.487 0.388 -0.695 0.1 0.2 0.4 0.4583
H 4.214 1.162 0.323 0.1 0.0 0.0 0.2462
C -1.675 0.812 -0.736 0.1 -0.1 0.5 -0.2372
C 2.465 1.229 1.556 0.0 -0.2 -0.4 -0.0695
H 0.542 1.207 2.538 -0.1 0.0 0.1 0.2511
H -3.983 -2.313 -0.197 -0.1 -0.1 0.0 0.2414
H 2.596 -0.335 -2.613 0.1 0.0 0.0 0.4177
```
Positions in Å, forces in eV/Å.



Calculated E_tot, -61862.3476, -17278.4687, -15120.0002, -230587.1044, -87787.5328, -90558.1080, -28172.2418, -33226.5080, -16064.6213 eV (same order as the records).
Calculated max |F|, 0.9, 4.2, 5.5, 5.2, 6.1, 2.5, 9.6, 6.1, 0.9 eV Å⁻¹ (same order as the records).